<P>
Here is a cluster of 2 separate species, C2H7NOSi in total from the OMol25 dataset. Energies are from ωB97M-V/def2-TZVPD.

Properties
Kohn-Sham gap = 0.328 Eh
HOMO energy = -8.2 eV

Cartesian coordinates (Å):
C 1.262 -1.836 -0.587
C 1.511 -0.609 -0.198
N -1.129 1.805 -0.599
O -1.785 -0.108 1.097
Si -0.532 0.822 0.666
H 2.021 -2.506 -0.982
H 0.270 -2.264 -0.533
H 2.478 -0.138 -0.233
H -0.467 2.334 -1.142
H -1.859 1.428 -1.182
H -1.797 -0.538 1.946
H 0.029 1.610 1.746

=====

<Q>
Here is a cluster of 2 separate species, C2H7NOSi in total from the OMol25 dataset. Energies are from ωB97M-V/def2-TZVPD.

Properties
Kohn-Sham gap (spin up / spin down) = 0.284 / 0.266 Eh
HOMO energy (spin up / spin down) = -8.1 / -7.5 eV

Cartesian coordinates (Å):
C 0.221 -0.555 0.599
C -2.145 -0.400 0.145
N 0.260 -1.576 1.299
O -0.812 0.009 -0.104
Si 2.228 1.294 -0.899
H -2.602 -1.100 -0.556
H -2.594 0.602 0.145
H -2.138 -0.929 1.066
H 1.020 -2.008 1.809
H 1.274 2.371 -0.749
H 3.569 1.733 -0.684
H 1.720 0.558 -2.070

=====

Most stable to least stable, the ends of the list are <P> and <Q>.

=====

<P>
Here is an isolated molecule of C6H11N3O from the OMol25 dataset. Energies are from ωB97M-V/def2-TZVPD.

Properties
structure (SMILES) = CC(C)(C)/N=[N+](\[O-])CC#N
Kohn-Sham gap (spin up / spin down) = 0.350 / 0.350 Eh
HOMO energy (spin up / spin down) = -9.5 / -9.5 eV

Cartesian coordinates (Å):
C -1.798 -0.914 -0.392
C -0.871 0.088 0.324
C -0.754 0.096 1.849
C -1.068 1.614 -0.105
N 0.535 -0.198 -0.040
N 1.023 -0.861 -1.179
O 0.505 -1.495 -2.013
C 2.455 -0.724 -0.973
C 2.690 0.285 0.047
N 3.153 0.993 0.844
H -1.723 -0.801 -1.470
H -1.846 -1.825 0.125
H -2.759 -0.389 -0.350
H -0.906 -0.808 2.420
H -1.345 0.874 2.290
H 0.260 0.288 1.970
H -2.102 1.893 0.035
H -0.268 2.211 0.282
H -1.005 1.694 -1.242
H 3.096 -0.388 -1.893
H 2.726 -1.633 -0.529

=====

<Q>
Here is a cluster of 2 separate species, C6H11N3O in total from the OMol25 dataset. Energies are from ωB97M-V/def2-TZVPD.

Properties
structure (SMILES) = Cc1c[nH]cn1.CC(N)=O
Kohn-Sham gap = 0.343 Eh
HOMO energy = -8.6 eV

Cartesian coordinates (Å):
C -0.317 -0.780 -2.992
C 0.004 -1.477 -1.730
C -0.401 -2.698 -1.293
N 0.023 -2.804 0.019
C 0.610 -1.616 0.319
N 0.619 -0.807 -0.700
H 0.269 -1.077 -3.858
H -0.202 0.276 -2.787
H -1.377 -0.971 -3.187
H -1.056 -3.449 -1.706
H -0.425 -3.409 0.684
H 1.114 -1.458 1.257
C -0.444 3.096 1.369
C 0.697 2.166 1.589
N 0.440 1.124 2.447
O 1.801 2.299 1.114
H -1.207 3.076 2.138
H -0.888 2.764 0.422
H -0.078 4.107 1.215
H 1.247 0.599 2.739
H -0.428 1.040 2.938

=====

<R>
Here is a structure of composition C6H11N3O from the OMol25 dataset. Energies are from ωB97M-V/def2-TZVPD.

Properties
Kohn-Sham gap = 0.312 Eh
HOMO energy = -9.1 eV

Cartesian coordinates (Å):
C -0.751 -2.460 0.446
C 1.553 -0.834 -1.266
C -1.795 -0.133 0.815
C 0.627 1.576 -0.301
C -0.580 -0.973 0.236
C 0.426 -0.481 -0.408
N -1.981 0.961 0.111
N 0.800 1.939 1.010
N 1.209 2.053 -1.325
O -2.322 -0.568 1.835
H -2.688 1.575 0.497
H -0.668 1.259 -0.443
H 0.092 1.655 1.669
H 1.257 2.816 1.219
H 1.786 2.871 -1.131
H -1.021 -2.613 1.492
H -1.586 -2.813 -0.163
H 0.148 -3.025 0.202
H 1.525 -0.259 -2.193
H 2.513 -0.651 -0.779
H 1.455 -1.894 -1.523

=====

Most stable to least stable, the ends of the list are <Q> and <P>.

=====

<P>
Here is a cluster of 2 separate species, C6H11N3O in total from the OMol25 dataset. Energies are from ωB97M-V/def2-TZVPD.

Properties
structure (SMILES) = Cc1c[nH]cn1.CC(N)=O
Kohn-Sham gap = 0.334 Eh
HOMO energy = -8.4 eV

Cartesian coordinates (Å):
C 2.132 0.692 -0.001
C 0.837 1.214 -0.375
C 0.630 1.534 -1.726
N -0.769 1.775 -1.870
C -1.206 1.699 -0.624
N -0.320 1.500 0.401
H 2.413 -0.145 -0.696
H 2.328 0.408 0.981
H 2.791 1.448 -0.328
H 1.335 1.665 -2.574
H -1.462 1.847 -2.657
H -2.255 2.058 -0.451
C 0.057 -1.807 1.805
C -0.548 -2.168 0.526
N -1.802 -1.574 0.508
O -0.117 -2.918 -0.397
H 1.039 -2.048 2.064
H -0.485 -2.075 2.731
H 0.036 -0.675 1.835
H -2.441 -1.414 -0.380
H -2.192 -1.018 1.227

=====

<Q>
Here is an isolated molecule of C6H11N3O from the OMol25 dataset. Energies are from ωB97M-V/def2-TZVPD.

Properties
structure (SMILES) = CC(C)N(N)c1ccno1
Kohn-Sham gap = 0.336 Eh
HOMO energy = -8.3 eV

Cartesian coordinates (Å):
C 0.522 0.009 -1.366
C -0.313 -0.937 -0.457
C -1.619 -1.250 -1.093
N -0.398 -0.436 0.856
N -1.098 0.710 0.960
C 1.307 -0.323 1.471
C 1.848 0.800 2.034
C 3.101 0.330 2.509
N 3.197 -0.937 2.343
O 2.097 -1.364 1.733
H 0.333 -0.443 -2.402
H 0.064 0.973 -1.255
H 1.455 -0.014 -0.887
H 0.073 -2.000 -0.437
H -2.395 -1.572 -0.440
H -1.433 -2.210 -1.732
H -2.110 -0.442 -1.677
H -1.062 1.412 0.319
H -1.186 1.204 1.917
H 1.632 1.815 2.057
H 4.008 0.879 2.659

=====

<R>
Here is an isolated molecule of C6H11N3O from the OMol25 dataset. Energies are from ωB97M-V/def2-TZVPD.

Properties
structure (SMILES) = NC(=O)[C@]12CNCC[C@H]1N2
Kohn-Sham gap = 0.358 Eh
HOMO energy = -9.0 eV

Cartesian coordinates (Å):
N -2.324 1.825 0.647
C -1.500 1.535 -0.363
O -2.186 1.267 -1.391
C -0.270 0.717 -0.077
C 0.634 0.499 -1.294
N 1.150 -0.849 -1.462
C 1.647 -1.419 -0.220
C 0.552 -1.571 0.842
C -0.301 -0.333 0.991
N 0.287 0.972 1.249
H -1.861 2.115 1.503
H -3.292 1.683 -0.004
H 0.062 0.763 -2.191
H 1.488 1.192 -1.207
H 0.427 -1.448 -1.850
H 2.096 -2.400 -0.423
H 2.461 -0.774 0.151
H -0.114 -2.398 0.556
H 0.992 -1.837 1.816
H -1.253 -0.492 1.506
H 1.305 0.952 1.220

=====

<S>
Here is an isolated molecule of C6H11N3O from the OMol25 dataset. Energies are from ωB97M-V/def2-TZVPD.

Properties
structure (SMILES) = NC(=O)C[C@H]1NC[C@@]12CN2
Kohn-Sham gap = 0.360 Eh
HOMO energy = -9.2 eV

Cartesian coordinates (Å):
N -0.490 -0.689 2.977
C -1.367 -0.518 1.969
O -2.307 -1.319 1.895
C -0.957 0.383 0.828
C 0.318 -0.089 0.140
N 0.288 -1.463 -0.405
C 0.924 -1.026 -1.669
C 0.614 0.411 -1.273
C -0.076 1.473 -2.025
N 1.347 1.587 -1.670
H -0.010 0.120 3.345
H -0.578 -1.643 3.410
H -1.779 0.399 0.102
H -0.795 1.403 1.209
H 1.190 0.087 0.794
H 0.820 -2.142 0.129
H 2.009 -1.215 -1.715
H 0.447 -1.411 -2.581
H -0.282 1.332 -3.088
H -0.791 2.102 -1.490
H 1.476 2.217 -0.881

=====

Most stable to least stable, the ends of the list are <P> and <Q>.

=====

<P>
Here is the ion C4H13N2 with charge +2 from the OMol25 dataset. Energies are from ωB97M-V/def2-TZVPD.

Properties
<S²> = 0.7545
charge = +2
spin multiplicity = 2
Kohn-Sham gap (spin up / spin down) = 0.464 / 0.211 Eh
HOMO energy (spin up / spin down) = -20.6 / -20.6 eV

Cartesian coordinates (Å):
N -0.259 -0.590 -1.961
C -0.214 0.963 -1.658
C 0.811 0.866 -0.543
N 0.569 -0.199 0.366
C -0.617 -0.486 1.190
C -0.335 -0.472 2.683
H -0.982 -0.482 -2.643
H 0.550 -0.812 -2.609
H 0.706 -0.988 -0.384
H -1.248 1.370 -1.371
H 0.063 1.461 -2.657
H 1.827 0.611 -1.041
H 1.054 1.890 -0.042
H 1.468 -0.102 1.003
H -1.360 0.177 0.878
H -1.075 -1.395 0.746
H -1.283 -0.678 3.208
H -0.162 0.491 3.027
H 0.408 -1.240 3.018

=====

<Q>
Here is the ion C4H13N2 with charge +2 from the OMol25 dataset. Energies are from ωB97M-V/def2-TZVPD.

Properties
<S²> = 0.7539
charge = +2
spin multiplicity = 2
Kohn-Sham gap (spin up / spin down) = 0.513 / 0.324 Eh
HOMO energy (spin up / spin down) = -21.4 / -21.5 eV

Cartesian coordinates (Å):
N -2.101 0.632 -0.328
C -1.086 -0.019 -1.277
C 0.040 -0.758 -0.550
N 0.643 0.139 0.486
C 1.905 0.646 -0.075
C 0.831 -0.655 1.715
H -2.677 1.301 -0.851
H -1.676 1.054 0.498
H -2.771 -0.078 -0.010
H -0.627 0.856 -1.772
H -1.651 -0.594 -2.014
H 0.752 -1.201 -1.281
H -0.246 -1.729 -0.156
H 2.761 0.023 0.255
H 2.054 1.725 0.111
H 2.001 0.601 -1.165
H 1.402 -1.552 1.526
H -0.164 -1.052 1.977
H 1.253 -0.119 2.568

=====

Most stable to least stable, the ends of the list are <Q> and <P>.

=====

<P>
Here is a cluster of 2 separate species, CH3N5O2 in total from the OMol25 dataset. Energies are from ωB97M-V/def2-TZVPD.

Properties
Kohn-Sham gap (spin up / spin down) = 0.301 / 0.246 Eh
HOMO energy (spin up / spin down) = -8.7 / -7.9 eV

Cartesian coordinates (Å):
C -1.987 -1.945 -0.698
N -2.729 -2.711 -1.138
N 0.367 0.033 0.744
N -1.239 -0.969 -0.309
N -0.322 -1.019 0.596
N 1.489 -2.020 -0.479
O 1.929 -0.944 -0.765
O 2.029 -3.113 -0.632
H 0.387 0.762 0.049
H 0.891 0.138 1.592
H -1.105 -0.126 -0.887

=====

<Q>
Here is an isolated molecule of CH3N5O2 from the OMol25 dataset. Energies are from ωB97M-V/def2-TZVPD.

Properties
structure (SMILES) = Nn1onn/c1=N/O
Kohn-Sham gap = 0.314 Eh
HOMO energy = -9.1 eV

Cartesian coordinates (Å):
N 0.372 -1.349 -0.891
N -0.419 -0.178 -0.854
O 0.146 0.696 -2.059
N 0.002 1.919 -1.665
N -0.387 2.171 -0.330
C -0.453 0.796 0.201
N -0.117 0.678 1.463
O -0.346 -0.595 1.873
H 1.206 -1.108 -0.220
H -0.006 -2.244 -0.294
H 0.002 -0.786 2.775

=====

Most stable to least stable, the ends of the list are <P> and <Q>.

=====

<P>
Here is a cluster of 2 separate species, C4H14NO in total from the OMol25 dataset. Energies are from ωB97M-V/def2-TZVPD.

Properties
charge = +1
Kohn-Sham gap = 0.469 Eh
HOMO energy = -15.8 eV

Cartesian coordinates (Å):
C -0.359 1.283 1.388
C 0.902 0.745 0.615
N 0.462 -0.515 -0.417
C 0.191 -1.577 0.450
C 1.566 1.678 -0.427
H -1.245 0.660 1.488
H -0.584 2.189 1.018
H 0.078 1.635 2.350
H 1.509 0.312 1.289
H -0.389 -0.418 -0.961
H 1.235 -0.850 -1.088
H -0.513 -1.061 1.280
H -0.607 -2.108 -0.033
H 1.158 -2.000 0.903
H 1.968 2.608 0.140
H 0.863 2.077 -1.177
H 2.494 1.319 -1.005
H -2.181 -1.765 -2.161
H -2.869 -1.775 -0.785
O -2.244 -1.249 -1.312

=====

<Q>
Here is a cluster of 2 separate species, C4H14NO in total from the OMol25 dataset. Energies are from ωB97M-V/def2-TZVPD.

Properties
charge = +1
Kohn-Sham gap = 0.405 Eh
HOMO energy = -14.0 eV

Cartesian coordinates (Å):
C -1.629 -0.972 -1.019
C 0.061 -1.444 0.641
C 0.145 0.657 -0.431
C -1.751 0.186 1.168
N -0.817 -0.369 0.074
H -0.950 -1.450 -1.746
H -2.141 -0.132 -1.517
H -2.386 -1.711 -0.707
H -0.589 -2.229 1.062
H 0.751 -1.099 1.430
H 0.655 -1.880 -0.179
H 0.865 0.957 0.349
H -0.464 1.535 -0.705
H 0.707 0.327 -1.321
H -2.560 0.838 0.799
H -1.110 0.772 1.849
H -2.201 -0.645 1.737
O 4.790 2.001 -0.387
H 4.208 2.544 0.193
H 4.414 2.112 -1.289

=====

Most stable to least stable, the ends of the list are <Q> and <P>.